Formula: C20H20N6
Source: the Open Molecules 2025 dataset
Level of theory: ωB97M-V/def2-TZVPD

Values from the calculation:
HOMO-LUMO gap	0.2549	Eh
HOMO energy	-7.471	eV
energy above the lowest of the compared OMol25 structures with the same formula, charge and spin	393.5	kcal per mole
DFT total energy	-1102.06937	Eh

```
46
Properties=species:S:1:pos:R:3:forces:R:3:nbo_charge:R:1
C -2.445516 -0.121680 -1.927643 -0.7 4.6 -0.3 -0.24
C -1.920722 -1.304244 -2.241975 1.1 -4.3 -3.8 -0.25
C -1.604954 -2.165305 -1.265378 2.0 -2.7 8.0 -0.25
C -1.636941 -1.735503 0.173481 1.1 -1.9 -2.7 0.05
C -1.926939 -0.394990 0.444995 0.4 -5.2 -4.2 -0.24
C -2.474355 0.295269 -0.538151 -1.5 3.1 -3.9 -0.18
H -2.916552 1.279009 -0.245441 0.4 -0.7 -0.7 0.22
H -2.108282 -0.165365 1.346638 -0.6 2.2 6.8 0.20
C -1.101694 -2.686303 1.309593 -4.5 0.6 3.0 -0.26
N 0.173295 -2.143250 1.690990 0.2 -2.9 -3.2 -0.48
C 1.136162 -2.980800 0.830992 1.5 7.5 3.4 -0.21
H 1.014231 -3.009746 -0.191915 -0.8 -0.1 -1.9 0.22
C 2.649966 -1.824594 1.161416 -4.9 -2.2 -3.8 -0.24
N 1.985174 -0.676645 1.546985 2.7 -0.8 2.9 -0.36
C 1.489012 0.196141 0.735544 -4.7 4.8 11.0 0.37
N 0.661022 1.150535 1.449217 2.1 0.1 -2.9 -0.55
C 0.116644 2.229766 0.689843 0.5 -6.7 -2.5 0.16
C -0.604926 3.174379 1.278057 -1.4 2.7 -8.8 -0.24
C -1.251889 4.167010 0.273164 1.6 -2.0 14.2 -0.18
C -1.345455 4.003015 -0.920606 1.7 -0.8 -12.5 -0.25
C -0.495619 2.986926 -1.631267 -2.0 -0.7 10.1 -0.15
C -0.069243 1.900671 -0.790154 -0.3 6.8 -2.2 0.14
N 0.627438 0.911758 -1.461571 1.0 0.7 8.1 -0.37
C 0.728521 0.445123 -2.599678 2.0 -1.2 -12.4 0.23
N 1.699866 -0.653841 -2.947637 -4.8 4.6 9.4 -0.20
N 1.864623 -0.823070 -1.495463 4.1 -2.0 1.2 -0.26
C 1.469923 0.141775 -0.516142 -0.6 -3.4 -18.2 0.18
H 0.431429 0.964796 -3.703935 0.0 -1.0 3.8 0.22
H -0.644616 2.904032 -2.562903 -0.4 -0.7 -7.1 0.18
H -1.800610 4.856108 -1.486420 0.3 -1.2 0.0 0.22
H -1.750795 4.897625 0.807674 -1.0 1.8 0.6 0.20
H -0.427676 3.219063 2.219762 0.3 1.2 6.2 0.21
C 1.546972 -0.749261 2.934827 0.8 2.3 4.4 -0.23
H 2.525484 -0.919630 3.707532 -2.5 0.6 -2.3 0.20
C 0.573001 -1.893308 3.095552 -1.9 -0.5 -3.2 -0.25
H -0.472564 -1.636342 3.447563 1.7 -0.3 0.9 0.23
H 1.099239 -2.752521 3.436076 -0.2 -1.0 1.3 0.18
H 0.918704 0.184010 3.365016 2.3 -1.8 -1.7 0.29
H 3.145881 -2.397672 1.812374 2.1 -1.2 2.8 0.20
H 2.878281 -1.989980 0.145229 1.2 1.1 -0.9 0.27
H 1.309964 -3.749646 1.410092 1.1 -4.8 2.0 0.16
H -1.416529 -3.867300 1.247546 1.7 2.4 -0.6 0.20
H -1.810502 -2.515900 2.306913 1.2 0.1 -2.3 0.18
H -1.122901 -3.229429 -1.169258 -1.2 1.9 -1.7 0.23
H -1.708336 -1.923945 -3.234964 -0.9 2.6 1.2 0.24
H -2.638793 0.641038 -2.806019 -0.1 -1.5 2.1 0.22
```
Positions in Å, forces in eV/Å.